(1)
{"formula": "C18H22Br2Cl2N10STi", "method": "ωB97M-V/def2-TZVPD", "energy_ev": -232968.9238, "total_charge": 4, "largest_force_ev_per_a": 0.8, "species": ["Br", "Br", "Ti", "Cl", "Cl", "S", "N", "N", "N", "N", "N", "N", "N", "N", "N", "N", "C", "C", "C", "C", "C", "C", "C", "C", "C", "C", "C", "C", "C", "C", "C", "C", "C", "C", "H", "H", "H", "H", "H", "H", "H", "H", "H", "H", "H", "H", "H", "H", "H", "H", "H", "H", "H", "H", "H", "H"], "coordinates": [[-0.60461, 1.55022, 3.94905], [1.60748, 1.56120, 1.51605], [-0.22105, 0.08208, -0.75924], [0.66164, 2.42105, -1.80448], [3.46058, 1.51166, -1.38274], [-1.09850, -0.75384, 1.34666], [0.84229, -0.51639, -2.48971], [-3.50453, 2.82172, 0.04955], [-5.72858, 2.58053, -0.45994], [-4.29027, 0.87912, -1.03631], [-1.94440, 1.15486, -0.67274], [0.20178, -2.11151, 3.18967], [1.23685, -1.38446, -0.12978], [1.29583, -1.83433, 1.16749], [-1.56048, -1.30019, -1.57608], [-1.34162, 3.08113, 0.55610], [-3.07987, 0.46584, -1.09493], [-2.83386, -0.87360, -1.66031], [-4.50674, 2.12311, -0.47999], [2.18374, -1.73692, -0.95590], [1.21330, -0.46660, -4.85016], [-2.23089, -3.37819, -2.54141], [0.48606, -0.12474, -3.71462], [3.35602, -2.55354, -0.55114], [-3.84603, -1.64494, -2.20754], [-3.53995, -2.92235, -2.65728], [2.35110, -1.23855, -4.70434], [0.22813, -1.64136, 1.96675], [1.04530, 2.23729, 3.31685], [2.72520, -1.66150, -3.42553], [1.95093, -1.28725, -2.34010], [2.45865, 2.86994, -1.77470], [-1.26874, -2.54042, -2.00640], [-2.28578, 2.35547, -0.02470], [4.03891, -2.74597, -1.37041], [2.11971, -2.33152, 1.47797], [-5.92823, 3.48583, -0.05489], [2.54433, 3.65368, -1.02738], [-0.24219, -2.86619, -1.91534], [2.66481, 3.21750, -2.78288], [3.03662, -3.52347, -0.15710], [-0.36299, 2.88240, 0.49620], [0.88030, -0.12686, -5.82156], [-0.59624, -1.93749, 3.78718], [-1.95243, -4.37119, -2.86778], [3.92371, -2.03397, 0.22905], [-0.40966, 0.48452, -3.79801], [3.60529, -2.27521, -3.30520], [0.93705, -2.68919, 3.58116], [-4.84774, -1.24350, -2.26222], [-4.30819, -3.55284, -3.08530], [-1.63886, 3.95310, 0.97305], [0.99994, 3.31308, 3.18962], [2.94451, -1.51975, -5.56500], [-6.48767, 2.04261, -0.85310], [1.86437, 1.93097, 3.95843]], "atomic_forces_ev_per_a": [[0.06, 0.13, 0.05], [0.18, 0.05, 0.00], [-0.43, -0.44, 0.57], [-0.04, 0.07, 0.06], [0.13, -0.12, 0.01], [0.06, 0.32, -0.48], [0.33, -0.13, -0.04], [-0.14, 0.23, 0.06], [0.18, -0.04, -0.03], [0.07, -0.27, -0.17], [0.00, -0.21, 0.05], [0.16, -0.04, -0.17], [0.17, 0.12, -0.08], [-0.07, -0.09, 0.18], [-0.01, 0.20, -0.13], [-0.08, 0.06, 0.02], [-0.56, 0.14, -0.25], [-0.37, -0.08, -0.08], [0.22, -0.14, 0.05], [-0.07, 0.00, 0.09], [-0.01, 0.00, 0.07], [0.10, 0.12, 0.08], [-0.08, 0.06, -0.12], [-0.01, 0.03, 0.01], [0.16, 0.10, 0.12], [0.09, 0.02, 0.02], [-0.07, 0.05, 0.03], [0.15, -0.07, -0.07], [0.03, -0.02, -0.04], [-0.14, 0.09, 0.28], [0.07, -0.10, -0.19], [-0.05, 0.09, -0.04], [-0.01, -0.22, -0.10], [0.01, 0.32, 0.13], [0.00, 0.01, -0.02], [0.06, -0.06, 0.04], [0.00, 0.03, 0.01], [-0.03, -0.07, -0.03], [-0.03, -0.01, -0.02], [-0.07, 0.03, 0.04], [-0.02, -0.03, 0.02], [0.16, -0.06, 0.04], [-0.01, 0.01, -0.01], [-0.03, 0.03, 0.01], [0.01, 0.00, 0.01], [0.00, -0.01, 0.02], [0.06, -0.05, -0.02], [0.02, -0.02, 0.03], [0.01, 0.00, 0.00], [0.00, 0.02, 0.02], [-0.02, -0.02, -0.01], [-0.02, 0.01, 0.01], [-0.04, -0.05, 0.05], [0.01, -0.01, -0.02], [-0.03, -0.03, -0.02], [-0.04, 0.01, -0.02]], "nbo_charge": [0.15, 0.04, 1.59, 0.03, 0.08, 0.04, -0.57, -0.52, -0.64, -0.43, -0.77, -0.68, -0.40, -0.41, -0.55, -0.73, 0.45, 0.15, 0.63, 0.41, -0.19, -0.18, 0.11, -0.73, -0.15, -0.06, -0.06, 0.36, -0.48, -0.15, 0.11, -0.34, 0.06, 0.64, 0.29, 0.44, 0.45, 0.27, 0.22, 0.28, 0.29, 0.41, 0.29, 0.46, 0.28, 0.28, 0.24, 0.27, 0.45, 0.29, 0.28, 0.46, 0.26, 0.29, 0.45, 0.27]}

(2)
{"formula": "C16H18B2N6O2Tc", "method": "ωB97M-V/def2-TZVPD", "spin_multiplicity": 4, "energy_ev": -33450.7743, "total_charge": 2, "largest_force_ev_per_a": 3.2, "species": ["Tc", "O", "O", "N", "N", "N", "N", "N", "N", "C", "C", "C", "C", "C", "C", "C", "C", "C", "C", "C", "C", "C", "C", "C", "C", "B", "B", "H", "H", "H", "H", "H", "H", "H", "H", "H", "H", "H", "H", "H", "H", "H", "H", "H", "H"], "coordinates": [[1.31259, 0.40684, -0.42433], [0.97533, -0.94579, 2.75248], [0.28575, 1.31818, 2.60811], [0.07848, 1.66733, -1.34631], [0.08701, 1.59647, -2.77336], [0.86915, -1.24398, -1.69297], [0.74094, -0.94357, -3.07747], [-2.04225, -0.30521, -1.89960], [-1.69568, -0.13525, -3.24960], [0.46102, 2.88695, -0.93103], [-3.88064, -0.66704, -3.19213], [1.17034, 1.34926, 6.11216], [2.27945, -2.56063, -2.84886], [-2.79243, -0.34171, -4.04142], [-1.70087, -2.28046, 1.72672], [1.48558, -0.84515, 5.14623], [0.72858, 3.66684, -2.04429], [1.78595, -2.25724, -1.58616], [0.90366, 1.10059, 3.78020], [1.24077, -0.29350, 3.91073], [-3.29057, -0.62799, -1.85870], [1.59803, -1.71474, -3.73857], [1.36593, -0.01341, 6.24884], [0.97225, 1.94524, 4.87472], [0.48393, 2.79222, -3.18201], [-0.20056, 0.26355, -3.51947], [0.78962, 0.19200, 1.70155], [1.69893, -1.61202, -4.80326], [-3.78582, -0.84357, -0.89471], [-1.52704, -1.31316, 2.18531], [-4.89420, -0.88539, -3.41863], [1.15551, 1.99750, 6.98698], [1.43069, -0.46217, 7.24033], [-0.08855, 0.41096, -4.70252], [1.68959, -1.92737, 5.20837], [1.04071, 4.68562, -2.05814], [0.56981, 3.01003, -4.24715], [-2.20011, -1.77991, 0.89050], [-2.15111, -2.83099, 2.68398], [3.02733, -3.27531, -3.04887], [0.81891, 3.00152, 4.69187], [2.02059, -2.60724, -0.58429], [-2.76141, -0.24995, -5.11431], [-0.61844, -2.39905, 1.42291], [0.56326, 3.07067, 0.10618]], "atomic_forces_ev_per_a": [[-1.79, -1.60, -1.04], [1.30, 2.47, -1.25], [2.40, -0.91, -1.70], [0.27, -1.96, -0.30], [1.30, 0.76, 2.71], [0.69, 0.96, 0.12], [0.61, 0.97, 2.30], [1.86, 0.34, -0.93], [0.43, 0.16, 1.40], [0.39, 0.73, -2.45], [2.77, 0.58, 0.51], [-0.25, 2.58, -0.58], [-0.79, 0.47, 0.88], [-1.32, -0.42, 1.75], [1.29, 1.58, 1.76], [0.29, -1.21, 0.40], [-0.45, -1.38, -0.76], [-0.10, 0.93, -0.77], [-1.15, -0.44, 0.14], [-1.16, -0.45, -1.24], [-2.00, -0.37, -1.26], [-0.15, -0.04, 0.53], [0.51, -2.35, -0.03], [-0.04, 0.28, -0.18], [-0.03, 1.06, 0.83], [-2.58, -1.43, -1.08], [-1.39, -0.52, 2.66], [-0.09, -0.12, -0.20], [0.34, 0.23, -0.76], [0.08, 0.79, 1.00], [-0.44, -0.11, -0.36], [0.01, -0.25, -0.09], [0.08, 0.21, -0.22], [0.41, 0.22, 0.14], [-0.19, 0.71, 0.19], [0.05, 0.40, -0.18], [-0.09, -0.03, 0.38], [-0.95, -1.63, -0.16], [0.78, 0.52, -3.06], [0.50, -0.66, -0.43], [-0.15, 0.00, 0.47], [0.07, -0.26, -0.35], [0.10, 0.01, 0.00], [-1.31, -1.26, 0.32], [-0.13, 0.43, 0.90]], "mulliken_spin": [2.07, 0.11, 0.07, 0.03, 0.00, 0.00, 0.01, 0.01, 0.00, 0.05, 0.00, 0.18, 0.00, 0.00, 0.00, -0.04, -0.01, 0.02, 0.26, 0.23, 0.00, 0.02, 0.17, -0.04, 0.02, -0.03, -0.13, 0.00, 0.00, 0.00, 0.00, 0.00, 0.00, 0.00, 0.00, 0.00, 0.00, 0.00, 0.00, 0.00, 0.00, 0.00, 0.00, 0.00, -0.01]}

(3)
{"formula": "C4H9NO2", "method": "ωB97M-V/def2-TZVPD", "energy_ev": -9877.1513, "largest_force_ev_per_a": 0.7, "species": ["O", "O", "N", "C", "C", "C", "C", "H", "H", "H", "H", "H", "H", "H", "H", "H"], "coordinates": [[-1.42713, -1.63497, 0.03168], [1.09080, 2.18987, 1.74124], [0.50872, -0.01196, 1.76442], [0.84741, 1.15739, 1.14033], [0.96188, 1.10206, -0.35369], [1.40626, 0.05085, -1.03768], [-1.02091, -1.88463, -1.07850], [0.73563, 2.04154, -0.85085], [-1.50077, -1.47398, -1.98605], [1.69636, -0.86747, -0.53162], [1.53262, 0.08909, -2.11724], [-0.03567, -0.71089, 1.27443], [-0.14680, -2.54070, -1.25006], [0.33232, 0.07366, 2.75557], [-2.19789, 0.63852, -0.04281], [-2.20849, 1.36285, -0.20768]], "atomic_forces_ev_per_a": [[0.23, -0.24, -0.58], [-0.07, -0.31, -0.17], [-0.07, 0.11, 0.06], [0.01, 0.06, 0.07], [0.10, -0.11, -0.17], [-0.01, 0.12, 0.14], [-0.15, 0.07, 0.33], [0.02, -0.11, 0.08], [-0.02, 0.00, 0.14], [-0.03, 0.13, -0.07], [-0.01, 0.01, 0.17], [0.11, 0.13, 0.02], [-0.10, 0.05, 0.08], [0.05, 0.00, -0.12], [-0.02, 0.04, 0.00], [-0.02, 0.04, 0.00]], "nbo_charge": [-0.53, -0.60, -0.83, 0.63, -0.26, -0.39, 0.30, 0.22, 0.12, 0.20, 0.21, 0.41, 0.12, 0.40, 0.01, -0.01]}